[1]
Molecular formula: C22H25CeClN2OPS
Method: DFT, the ωB97M-V functional and the def2-TZVPD basis

Structure (XYZ):
```
54
Properties=species:S:1:pos:R:3:forces:R:3:mulliken_charge:R:1
C 2.353 -4.505 -2.995 -0.2 0.3 0.1 -0.8497
C 3.295 0.374 -4.916 -0.2 -0.1 0.2 -0.9463
H -1.472 4.143 4.862 0.5 -0.4 0.0 0.3588
C -0.604 3.481 4.663 0.2 0.8 1.0 -0.9915
C -2.003 0.760 5.444 -0.7 0.1 1.0 -0.9924
H -2.385 1.797 5.428 0.4 -0.6 -0.1 0.4148
C 1.966 -5.304 -1.920 -0.2 0.3 0.2 -0.5483
Cl -0.219 2.251 -1.066 -0.1 0.5 -0.4 -0.2695
H -1.654 -2.746 -2.660 0.0 0.0 -0.1 0.4863
H 0.220 -2.993 -0.137 0.0 -0.3 0.0 0.1623
H 2.274 -6.345 -1.877 -0.1 0.2 0.0 0.4133
H 0.310 4.106 4.590 -0.6 -0.3 -0.1 0.3078
C 1.189 -4.760 -0.895 0.1 -0.1 -0.1 -0.9488
Ce 0.000 0.000 0.000 6.1 3.8 -10.1 -0.2636
C -1.815 0.219 -5.154 0.1 -0.1 0.1 -0.8296
H -1.859 1.051 -5.852 0.0 -0.1 0.1 0.4330
C 3.753 1.622 -2.899 0.0 0.0 0.0 -0.9342
C -0.806 0.177 -4.197 -0.3 0.2 0.1 -0.3426
C 1.183 -2.616 -2.027 0.0 -0.3 0.4 0.9299
O -2.982 -0.710 -0.251 3.5 0.4 0.1 -0.1166
H -2.899 0.105 5.442 0.6 0.3 0.0 0.3071
H -3.563 -0.758 -5.958 0.1 0.0 0.1 0.4287
H 4.329 2.373 -2.366 -0.1 -0.1 -0.1 0.4394
H -0.435 2.793 5.511 -0.2 0.3 -0.6 0.4128
C -1.699 -1.915 -3.357 -0.2 0.1 0.1 0.0421
H 1.652 -1.013 -4.812 0.0 0.3 -0.1 0.4990
H 2.963 -4.920 -3.793 -0.1 0.1 0.1 0.4477
H 1.619 0.242 0.196 4.4 0.3 0.7 0.3276
C -1.854 -0.500 -0.120 -15.5 -2.8 -0.2 0.5115
H -0.061 0.969 -4.138 -0.3 -0.1 -0.1 0.4931
H -1.425 0.569 6.372 -0.4 0.2 -0.5 0.3566
C -2.714 -1.862 -4.314 0.2 0.0 0.1 -0.8029
H 0.889 -5.376 -0.052 0.1 0.1 -0.1 0.4148
N -0.796 2.786 3.408 -0.1 -4.4 -0.6 -0.1558
H 3.516 0.144 -5.954 0.0 0.0 0.2 0.4365
C 4.051 1.324 -4.230 -0.2 -0.1 0.2 -0.5840
C 1.959 -3.167 -3.054 0.1 -0.2 0.0 -0.4360
C 1.945 0.013 -2.935 0.3 0.2 -0.1 1.2142
H -0.967 -0.553 4.151 -0.1 1.0 -0.3 0.2801
P 0.611 -0.881 -2.068 3.6 -3.5 -8.6 1.3312
H -3.457 -2.653 -4.355 0.2 0.1 0.0 0.4420
N -1.190 0.445 4.288 1.1 2.7 -3.2 -0.1626
H -0.766 3.370 2.558 0.1 -0.8 0.4 0.2846
H 2.260 -2.549 -3.894 0.1 -0.4 0.3 0.2658
S -0.463 0.753 1.794 -2.6 2.9 9.5 -0.2485
C 2.701 0.975 -2.256 0.0 -0.3 -0.4 -0.6592
C -0.838 1.363 3.247 -1.8 3.3 7.6 0.8131
C -0.743 -0.896 -3.293 -0.3 0.5 0.1 0.4329
C -2.772 -0.798 -5.214 0.2 0.0 0.2 -0.5020
H 0.358 -1.387 0.697 2.1 -4.0 3.1 0.0269
C 2.244 -0.280 -4.273 0.2 0.2 0.0 -0.4001
H 2.444 1.219 -1.231 0.3 0.2 0.0 0.0231
H 4.865 1.838 -4.734 -0.1 -0.1 0.1 0.4170
C 0.806 -3.422 -0.943 0.1 -0.2 -0.4 -0.1698
```
Forces are in eV/Å.

- LUMO energy (alpha / beta): -0.314 / -0.331 Eh
- Spin multiplicity: 2
- Charge: +2
- E_tot: -73791.5473 eV
- HOMO level (alpha / beta): -14.2 / -14.3 eV
- Kohn-Sham gap (alpha / beta): 5.698 / 5.262 eV



[2]
Molecular formula: C11H14N2O
Method: DFT, the ωB97M-V functional and the def2-TZVPD basis

Structure (XYZ):
```
28
Properties=species:S:1:pos:R:3:forces:R:3:mulliken_charge:R:1
C 1.177 2.168 -0.677 -0.1 -0.2 -1.2 -0.6640
H -2.222 2.005 -1.474 0.1 1.1 -0.1 0.3334
H -3.420 0.264 -2.317 -0.1 -0.1 -0.3 0.3710
H 2.448 0.382 -0.715 0.1 0.3 0.5 0.4679
N 0.243 -0.814 2.191 0.1 0.2 0.3 -0.3215
C -1.181 1.813 -1.261 0.4 -2.5 0.0 -0.5520
H -3.843 -0.909 -1.033 -0.2 0.4 0.0 0.2899
C -1.760 -0.745 -1.397 0.3 0.6 0.2 0.6193
C 1.457 0.820 -0.710 -0.3 -0.1 0.1 -0.3819
H -0.277 3.686 -1.005 0.0 0.5 0.0 0.3777
H 0.423 -1.654 1.675 0.0 0.1 -0.2 0.1722
O 0.910 0.866 3.511 0.4 0.2 -0.2 -0.6507
H -0.697 -0.467 2.269 -0.1 -0.1 -0.1 0.1795
C 0.360 -0.028 -0.876 0.5 -0.5 -0.4 -0.2073
C 1.210 -0.090 2.820 -0.8 -0.7 0.5 0.7437
C -3.184 -0.698 -1.879 0.6 -0.8 1.1 -1.3683
H -3.326 -1.547 -2.534 -0.3 0.1 -0.6 0.3462
H 1.950 2.918 -0.650 0.3 0.0 0.3 0.4282
H -1.131 -2.814 -1.490 -0.1 -0.2 0.7 0.3577
H 3.153 -0.251 3.571 0.3 0.3 -0.3 0.3066
H 2.677 -1.720 2.784 -0.4 -0.1 0.0 0.3358
H 3.043 -0.377 1.746 0.2 0.3 0.1 0.1824
H 1.059 -1.983 -1.167 0.2 0.1 0.3 0.2818
C -0.909 0.415 -1.232 -0.5 0.7 0.8 0.7805
C -0.117 2.626 -0.991 -0.5 0.9 0.4 -0.6593
C -0.978 -1.816 -1.098 0.0 0.0 -1.5 -0.6866
C 2.612 -0.633 2.712 0.1 -0.2 0.1 -0.9637
N 0.324 -1.417 -0.771 -0.3 -0.1 -0.5 -0.1184
```
Forces are in eV/Å.

- LUMO energy: 0.025 Eh
- Charge: 0
- E_tot: -16662.0372 eV
- HOMO level: -8.2 eV
- Kohn-Sham gap: 8.846 eV
- Relative energy (zero: lowest compared OMol25 entry of this formula, charge and spin): 20.2 kcal per mole
- SMILES: Cc1c[nH]c2ccccc12.CC(N)=O



[3]
Molecular formula: C60H44BCl4LaN7O4S
Method: DFT, the ωB97M-V functional and the def2-TZVPD basis

Structure (XYZ):
```
122
Properties=species:S:1:pos:R:3:forces:R:3:mulliken_charge:R:1
H -3.978 1.763 0.333 0.0 -0.1 0.0 0.5845
C 0.549 -1.310 7.123 0.0 0.0 0.1 -1.0513
H -4.717 -2.259 -2.439 0.0 -0.1 0.0 0.6526
H -3.822 2.131 -4.486 0.0 0.0 0.0 0.4845
C 0.243 0.722 3.144 0.1 0.1 -0.1 0.4213
H 2.647 -2.184 -2.650 -0.1 0.0 -0.1 -0.1300
C -3.418 -0.938 1.534 0.0 -0.1 -0.1 1.0573
H -3.734 6.609 1.175 0.0 0.2 0.0 0.4317
H -0.285 -3.595 -3.869 -0.1 -0.1 0.0 0.2766
H 5.818 -4.942 -2.901 0.1 0.0 -0.1 0.4062
C 3.346 3.414 -5.763 0.1 0.1 -0.1 -1.0442
C -5.144 -0.952 -4.080 0.0 0.0 0.0 -0.9930
H 1.560 -2.204 -3.962 0.0 0.0 0.1 0.3424
H 3.574 -1.541 4.577 0.1 0.0 0.1 0.5582
C -2.617 4.794 0.976 0.0 -0.1 0.0 -0.3226
C -5.602 -1.037 2.519 -0.1 0.0 0.1 -0.7776
C -1.406 2.628 0.666 0.2 -0.2 0.4 -0.2421
C -1.603 2.013 3.105 0.1 -0.2 0.2 -1.5562
Cl 5.406 -7.411 -1.557 0.1 -0.2 -0.1 -0.2474
C -3.720 -0.381 -2.224 0.0 0.3 -0.1 -0.1407
H -1.811 -4.466 3.088 -0.1 -0.2 -0.1 -0.2357
N 0.460 1.969 -0.777 -0.1 0.6 0.2 0.6973
H 4.944 -2.630 2.548 0.1 -0.1 0.0 0.7286
H -6.002 3.100 0.293 -0.1 0.0 0.0 0.4816
C 5.064 -5.781 -1.090 0.0 0.2 0.1 0.4094
N 0.067 1.068 1.844 0.1 0.0 0.4 0.5122
H 4.998 1.485 -3.090 0.1 0.1 -0.1 0.6046
O -2.763 -3.108 -1.585 -0.2 -0.5 0.1 -0.8117
C 3.808 -0.780 -1.009 -0.1 0.2 0.0 0.0595
C -2.193 -2.066 -1.327 -0.5 0.7 0.2 -1.2188
H -2.480 2.591 3.337 -0.1 0.0 0.1 0.6261
H -5.815 -1.039 -0.848 0.0 0.0 0.0 0.5276
C 5.374 -4.737 -1.941 0.0 -0.1 0.0 -1.2567
H 2.550 1.295 7.937 0.0 0.0 0.1 0.4148
C 0.588 -1.198 5.745 0.1 0.1 0.0 0.5676
C -3.036 -0.768 -0.929 0.7 -0.7 -0.3 3.5241
C 3.890 4.644 -5.436 -0.1 -0.1 0.2 0.4369
C -4.226 -0.979 2.656 0.0 0.0 0.1 -1.3680
H 2.615 1.490 5.474 0.0 0.1 -0.1 0.5122
H 0.549 4.274 -3.169 0.0 0.1 -0.1 0.5570
La 0.610 -0.458 -0.037 -0.6 0.6 -2.4 -0.3414
H 5.293 -2.659 -2.284 0.0 0.1 -0.1 0.3713
C -6.159 -1.074 1.253 -0.1 0.0 0.0 -1.0194
H -3.770 -0.964 3.635 0.0 0.0 0.0 0.5205
C 2.320 -0.668 2.936 0.0 0.1 -0.1 0.1556
H -2.346 -0.913 1.672 0.0 0.0 0.0 -0.3707
H -0.162 0.588 -3.196 0.0 0.0 0.0 0.2055
C -0.641 -2.708 2.317 0.3 0.7 -0.6 -0.7519
C -5.353 -1.031 0.127 0.1 0.0 -0.1 -0.1925
C -4.044 1.175 -4.032 -0.1 0.1 -0.1 -1.3508
C -2.656 3.425 0.732 -0.1 0.1 0.0 -0.5164
N -0.283 -1.977 1.487 -1.0 -1.9 1.9 1.2604
C 3.927 5.079 -4.122 0.0 0.1 -0.1 -1.0127
S 1.378 -3.614 -0.754 -0.2 -0.1 0.4 -0.2028
Cl -6.442 5.875 0.682 -0.2 0.2 0.0 -0.2447
C 4.454 -5.527 0.126 0.2 -0.1 -0.1 -1.1815
H -0.132 -3.985 4.050 0.1 -0.1 0.1 -0.2609
C -4.555 -1.286 -2.876 0.0 0.0 0.0 -0.3504
C 4.153 -4.231 0.479 0.2 0.1 -0.1 -0.4816
N -0.025 -3.924 -2.951 0.2 0.1 -0.2 -0.3905
C 1.079 2.535 -1.846 0.1 0.1 -0.1 -0.4380
H -1.567 4.487 -1.544 0.0 0.1 0.0 0.6794
C -1.022 1.883 1.790 -0.1 0.4 -0.3 1.0757
H -1.763 -2.825 4.213 0.0 0.0 0.1 -0.2820
C 4.459 -3.139 -0.353 0.5 -0.5 0.0 1.2337
N 2.423 -0.721 1.579 0.3 0.1 0.6 0.8639
C 3.410 4.269 -3.126 0.0 -0.1 0.0 0.3376
C 2.034 0.706 5.937 0.0 -0.1 0.0 0.1228
C 3.436 -1.563 1.279 0.3 0.0 -0.5 -0.0782
H 4.359 6.041 -3.888 0.0 0.1 0.0 0.3971
C -3.458 0.848 -2.821 0.0 0.0 0.2 -0.2960
H -0.026 -2.092 7.594 -0.1 -0.1 0.0 0.4577
C 4.059 -2.025 2.499 -0.1 0.0 0.3 -1.8711
Cl 4.542 5.656 -6.686 0.1 0.1 -0.1 -0.2359
C 4.444 0.833 -2.441 -0.1 -0.2 0.0 -1.3780
H -5.362 0.546 -5.596 0.0 0.0 -0.1 0.4149
N 1.919 -2.681 -3.147 -0.3 0.1 -0.2 -0.2595
C 1.251 -0.405 7.900 0.0 0.0 -0.2 0.4251
C 3.905 -1.830 -0.033 -0.1 0.8 0.6 1.0435
C 3.101 1.052 -1.988 0.1 0.2 -0.1 -0.4668
C 2.316 2.146 -2.372 -0.1 -0.2 0.2 1.1472
N 2.753 0.063 -1.110 0.9 0.0 -0.1 1.8194
B -1.126 -3.572 3.500 -0.1 -0.3 0.3 1.1022
C -3.893 2.824 0.507 0.1 0.2 0.0 0.5965
C -3.774 5.550 0.978 -0.1 0.1 0.0 -0.8833
C 1.306 -0.036 3.660 -0.1 0.1 -0.2 0.3846
H -0.797 -4.140 -2.329 0.0 0.1 -0.1 0.2462
C 0.307 3.658 -2.322 -0.1 -0.1 0.0 -1.7030
O -0.962 -1.812 -1.449 0.2 0.1 -0.1 -0.3480
H 0.045 -1.903 5.132 -0.1 -0.1 0.0 0.2887
C 2.872 3.023 -3.431 0.1 0.1 -0.2 -0.5007
C 5.074 -3.439 -1.576 0.0 0.1 0.2 -0.2471
H -1.664 5.266 1.167 0.1 0.1 0.0 0.5187
H -6.236 -1.046 3.394 0.0 0.0 0.1 0.4063
O -2.035 0.208 -0.596 -0.5 -0.1 0.3 1.9880
C -0.770 3.765 -1.503 0.0 -0.1 0.1 -1.6024
C 4.878 -0.315 -1.849 0.0 0.0 -0.1 -1.7597
H 3.592 -4.073 1.383 -0.1 0.0 0.1 0.3765
O 0.344 -0.229 -3.123 0.1 0.0 -0.1 -0.5417
H -7.234 -1.126 1.135 0.0 0.0 0.0 0.4320
H 4.172 -6.346 0.768 0.0 -0.1 0.1 0.4044
C 2.844 2.609 -4.757 0.0 0.0 0.1 0.3800
C 1.323 -0.185 5.140 0.0 -0.1 0.2 -0.7960
C -4.898 0.283 -4.657 0.0 0.1 -0.1 -0.5509
Cl 1.188 -0.528 9.629 0.0 0.0 0.2 -0.2425
C -4.987 4.935 0.718 0.2 -0.1 0.0 0.3660
H 5.873 -0.719 -1.879 0.1 -0.1 -0.1 0.7618
H 2.420 1.645 -4.994 -0.1 -0.1 0.0 0.5557
C -0.805 1.313 3.949 -0.2 0.1 -0.1 -1.7859
C -0.627 2.736 -0.502 0.2 0.0 -0.2 1.3305
C -5.053 3.573 0.489 -0.1 0.1 0.0 -1.3590
C -3.969 -0.954 0.250 -0.1 0.1 0.2 -1.0058
H -2.362 0.730 0.152 0.1 0.0 -0.2 -1.7453
C 3.383 -1.449 3.524 0.1 -0.2 -0.2 -1.2592
C 1.044 -3.356 -2.361 0.3 -0.7 -0.3 0.5096
H 3.318 3.093 -6.793 0.0 0.0 -0.1 0.3982
H -5.789 -1.665 -4.574 -0.1 0.0 0.0 0.4216
C 2.002 0.601 7.318 0.0 0.0 0.1 -0.9016
H 3.435 4.601 -2.099 0.0 0.0 0.1 0.4908
H -2.803 1.557 -2.331 0.1 0.0 0.0 0.4702
H -0.264 -0.872 -2.702 -0.3 0.0 -0.1 0.2390
H -0.906 1.203 5.012 0.0 0.0 0.2 0.5277
```
Forces are in eV/Å.

- LUMO energy (alpha / beta): 0.019 / 0.020 Eh
- Charge: -1
- E_tot: -144025.1759 eV
- HOMO level (alpha / beta): -4.7 / -4.7 eV
- Kohn-Sham gap (alpha / beta): 5.244 / 5.223 eV
- Relative energy (zero: lowest compared OMol25 entry of this formula, charge and spin): 38.8 kcal per mole



[4]
Molecular formula: C2HIN2OS
Method: DFT, the ωB97M-V functional and the def2-TZVPD basis

Structure (XYZ):
```
8
Properties=species:S:1:pos:R:3:forces:R:3:mulliken_charge:R:1
C 1.227 0.552 0.625 -1.8 2.4 0.5 0.0864
N 1.670 0.362 -0.455 2.3 -1.4 -1.4 -0.1400
O -2.067 -1.710 0.558 -0.8 0.2 -0.3 -0.3874
H -1.239 0.807 -1.083 0.8 -1.3 2.2 0.2679
N -0.982 0.198 -0.221 -1.1 3.4 -3.5 -0.4375
S 1.639 0.527 -2.029 -0.1 0.2 -0.9 -0.0450
I 1.444 -0.014 2.538 0.6 -1.0 2.0 0.1271
C -1.691 -0.722 0.068 0.1 -2.4 1.5 0.5285
```
Forces are in eV/Å.

- LUMO energy (alpha / beta): 0.013 / -0.105 Eh
- Spin multiplicity: 3
- Charge: 0
- E_tot: -26048.9772 eV
- HOMO level (alpha / beta): -6.6 / -8.9 eV
- Kohn-Sham gap (alpha / beta): 6.928 / 6.071 eV



[5]
Molecular formula: C41H41N5O2S2SeTl
Method: DFT, the ωB97M-V functional and the def2-TZVPD basis

Structure (XYZ):
```
93
Properties=species:S:1:pos:R:3:forces:R:3:mulliken_charge:R:1
C 3.184 1.329 -0.435 0.3 0.5 -0.1 -0.4017
H 2.950 6.190 1.651 0.2 0.0 -0.1 0.4147
H 5.292 3.783 -1.572 0.1 0.1 -0.1 0.5005
H -3.337 3.833 -0.953 0.0 -0.1 -0.1 0.5218
C 3.751 -2.690 5.658 -0.2 0.1 -0.3 1.1324
C 3.057 -1.149 3.957 0.2 -0.2 0.5 -0.1347
H -5.494 4.360 0.078 -0.1 0.0 0.0 0.4266
C -3.414 -0.953 -4.130 -0.2 0.0 0.1 -0.4123
C -3.223 -0.665 -0.524 -0.2 -0.1 0.0 -0.4951
H 4.773 -6.100 -4.730 0.0 -0.1 0.0 0.4424
C 3.554 -1.979 -1.799 -0.1 0.1 0.1 -0.6134
H 3.299 -4.738 5.157 0.0 -0.1 0.0 0.4167
H 0.820 1.914 1.735 0.0 -0.1 0.1 0.4190
C 4.942 -2.960 -3.609 0.5 0.8 -0.1 0.4648
C 4.851 2.801 -1.496 0.3 -0.3 -0.3 -0.9977
H -5.343 3.043 1.221 -0.1 0.0 0.1 0.2463
C -3.805 3.077 -0.320 0.0 0.1 0.1 -0.4630
H 5.225 -3.665 6.830 0.1 0.0 0.0 0.3342
C 3.776 2.614 -0.574 -0.4 -0.5 0.2 0.8902
H 1.525 7.451 3.393 0.0 0.2 0.1 0.4433
Se -1.394 -0.411 -0.988 0.1 0.7 -0.1 0.3098
H -0.424 5.978 4.324 -0.1 0.1 0.1 0.4554
C -3.183 1.109 1.209 0.6 0.7 0.4 -1.4155
O -0.964 -2.173 -1.300 0.7 -1.1 0.1 -0.2021
H -3.264 1.183 -4.316 0.0 0.1 0.0 0.4592
N 3.161 -0.993 -1.040 -0.1 -0.4 -0.1 -0.0823
C -6.559 -1.901 -0.718 0.0 0.0 0.1 -0.8239
C 3.687 0.239 -1.207 0.3 0.4 -0.2 -0.4117
H 4.706 -2.098 7.477 0.0 0.0 0.1 0.3652
C -7.608 -1.480 0.069 0.2 -0.1 -0.1 -0.8850
C 0.300 5.687 3.588 0.4 0.1 -0.2 -0.4168
H 5.930 -0.433 -3.670 0.1 0.1 0.0 0.4943
H -8.578 -1.934 -0.056 -0.1 -0.1 0.0 0.4485
C 2.207 3.440 1.074 0.5 0.0 -0.5 0.8951
N 2.594 -2.132 3.201 -0.4 0.4 -1.2 -0.2729
C 3.282 3.658 0.211 -0.4 -0.2 0.2 -0.5958
H -8.299 -0.180 1.619 -0.1 0.1 0.1 0.4466
C 1.660 4.455 1.924 -0.6 0.5 0.6 0.3853
C 1.333 6.440 3.085 -0.6 -0.1 0.4 -0.5614
H 2.279 -4.151 2.977 0.0 -0.1 -0.1 0.4145
C 2.100 5.751 2.142 -0.1 -0.8 -0.2 -0.5349
H -6.143 0.936 1.966 0.0 0.1 0.1 0.3946
H -3.512 -1.022 -5.214 0.1 0.0 0.0 0.3824
H 3.556 -4.550 -3.058 -0.1 -0.1 0.1 0.4114
C 6.088 -4.445 -5.209 0.2 0.5 0.0 -0.2607
H -2.803 -2.766 -2.102 -0.3 0.0 0.0 0.2574
C 1.670 2.127 1.098 0.2 -0.1 -0.2 -1.0605
H -3.898 1.438 1.962 0.0 -0.1 0.0 0.5514
H 3.665 -3.528 7.608 0.0 0.0 0.1 0.3424
H -4.245 4.422 1.314 0.0 0.1 0.1 0.3257
C 4.373 -3.000 6.971 0.1 -0.1 0.2 -1.3463
C -4.272 -2.066 -3.521 0.3 0.0 0.1 -0.5423
C -3.821 0.459 -3.726 0.2 -0.1 0.0 -0.7883
C 2.678 -3.385 3.626 0.3 -0.2 0.5 -0.3015
C 3.248 -3.706 4.844 -0.1 0.1 -0.1 -0.7923
H 6.737 -4.876 -5.948 0.2 -0.1 -0.2 0.4900
H 3.075 -2.931 -1.622 0.0 -0.2 0.0 0.3354
C 5.298 1.778 -2.260 0.0 0.5 0.1 -1.1586
O 0.342 -2.392 -1.356 -1.1 0.5 -0.3 -0.3607
H -2.189 2.988 1.102 0.1 0.0 0.0 0.3376
H -6.693 -2.670 -1.459 0.0 -0.1 -0.1 0.4479
C 5.045 -5.074 -4.552 -0.7 -0.1 0.6 -0.5003
H -4.437 -3.384 -1.822 0.2 0.1 0.1 0.5747
C 4.727 0.475 -2.147 -0.1 -0.4 0.0 0.7301
Tl 1.375 -1.386 0.826 0.0 -0.2 0.9 0.8969
S 6.288 -2.835 -4.744 -0.2 0.0 0.2 -0.0813
H -4.356 2.406 -0.982 0.0 0.0 -0.1 0.0610
H -2.336 0.636 1.722 -0.2 0.0 0.0 0.1751
H -4.174 -2.957 -4.142 -0.1 -0.1 0.0 0.4217
C 4.398 -4.240 -3.649 0.1 -0.8 -0.4 -0.4220
H -5.322 -1.769 -3.537 -0.1 -0.1 0.0 0.3583
H -2.361 -1.125 -3.887 0.0 -0.1 -0.1 0.1161
C 5.149 -0.592 -2.940 -0.2 0.4 0.3 -0.1931
H 4.005 -0.554 5.774 0.1 0.1 0.1 0.3434
N -3.836 0.112 0.392 0.3 -0.8 -0.5 0.7115
H 3.741 4.631 0.132 0.0 0.1 0.0 0.4607
H 2.961 -0.145 3.567 0.0 0.2 0.0 0.4031
H -1.945 1.990 -0.333 0.1 0.1 0.1 0.1028
N -4.100 -1.498 -1.095 0.4 0.5 0.6 0.7726
C 3.642 -1.383 5.188 0.0 0.0 0.0 -0.8461
C -4.777 3.762 0.634 0.1 -0.1 -0.2 -1.3274
C -7.447 -0.474 1.029 0.2 0.1 0.0 -0.8594
N 2.140 1.128 0.399 -0.1 -0.2 0.1 -0.0731
S 0.250 4.124 2.922 0.6 0.3 -0.3 -0.0417
H -4.880 0.617 -3.917 -0.1 0.1 0.0 0.3497
C -3.860 -2.502 -2.110 0.0 -0.5 -1.0 -0.9947
C -2.693 2.316 0.404 -0.4 -0.1 -0.1 0.2503
C 4.553 -1.848 -2.805 0.2 -0.2 -0.2 0.7752
C -5.166 -0.259 0.443 -0.5 -0.7 -0.6 1.1495
H -3.621 0.672 -2.675 -0.1 0.1 0.0 -0.0948
C -6.236 0.157 1.228 -0.1 0.1 0.1 -0.8319
H 6.099 1.923 -2.968 0.1 0.1 -0.1 0.4790
C -5.328 -1.285 -0.511 -0.4 0.6 0.7 0.8627
```
Forces are in eV/Å.

- LUMO energy (alpha / beta): -0.329 / -0.396 Eh
- Charge: +3
- E_tot: -146411.5314 eV
- HOMO level (alpha / beta): -14.6 / -14.5 eV
- Kohn-Sham gap (alpha / beta): 5.667 / 3.761 eV



Q: Look up the E_tot of the first one.
A: -73791.5473 eV